(1)
# C14H18N5O3PdS

C14H18N5O3PdS as an isolated structure at a distorted geometry (wB97M-V/def2-TZVPD, OMol25).

Kohn-Sham gap (spin up / spin down) = 5.451 / 5.452 eV
HOMO energy (spin up / spin down) = -0.6868 / -0.6869 hartree
Charge = +3
DFT total energy = -42686.360 eV

Each line ends with the natural charge from an NBO analysis.
Cartesian coordinates (Å):
Pd (-0.160, -1.556, -0.182)  0.927
N (-0.508, -4.922, -2.744)  -0.603
C (-0.292, -3.900, -1.974)  0.254
S (-1.558, -2.881, -1.398)  0.123
N (1.067, -3.708, -1.675)  -0.126
N (1.321, -2.717, -0.947)  -0.146
C (2.648, -2.586, -0.587)  0.005
C (3.201, -1.522, 0.060)  -0.028
C (4.613, -1.560, 0.310)  -0.205
C (5.245, -0.492, 0.830)  -0.093
C (4.519, 0.728, 1.164)  -0.044
C (3.190, 0.839, 0.984)  -0.257
C (2.436, -0.272, 0.465)  0.523
O (1.201, -0.150, 0.337)  -0.601
H (-1.446, -5.189, -3.030)  0.463
H (0.269, -5.472, -3.104)  0.464
H (3.283, -3.405, -0.910)  0.269
H (5.167, -2.452, 0.048)  0.264
H (6.314, -0.524, 1.000)  0.276
H (5.076, 1.562, 1.575)  0.273
H (2.645, 1.737, 1.239)  0.260
O (0.160, -3.358, 2.140)  0.100
N (-0.054, -2.311, 1.950)  0.558
O (-1.738, -0.633, 0.540)  -0.707
C (-2.081, 0.618, 0.421)  0.710
C (-1.355, 1.540, -0.512)  -0.504
C (-2.242, 2.596, -1.182)  -0.403
C (-2.455, 3.831, -0.311)  -0.408
C (-2.824, 3.489, 1.134)  -0.428
C (-3.771, 2.308, 1.267)  -0.228
N (-3.110, 0.985, 1.128)  -0.489
H (-0.881, 0.908, -1.269)  0.222
H (-0.545, 2.014, 0.052)  0.259
H (-3.200, 2.142, -1.447)  0.216
H (-1.778, 2.884, -2.124)  0.251
H (-3.238, 4.442, -0.760)  0.244
H (-1.552, 4.445, -0.312)  0.228
H (-3.312, 4.347, 1.596)  0.266
H (-1.935, 3.299, 1.744)  0.205
H (-4.587, 2.364, 0.544)  0.233
H (-4.212, 2.291, 2.261)  0.245
H (-3.524, 0.241, 1.679)  0.431

---

(2)
# C14H18N6O2OsPS3Sb

C14H18N6O2OsPS3Sb as an isolated structure (wB97M-V/def2-TZVPD, OMol25).

Kohn-Sham gap (spin up / spin down) = 7.045 / 6.415 eV
HOMO energy (spin up / spin down) = -0.3555 / -0.3778 hartree
Charge = +1
Multiplicity = 6
DFT total energy = -78639.339 eV

Each line ends with the natural charge from an NBO analysis.
Cartesian coordinates (Å):
Os (1.593, -0.361, -0.830)  1.324
C (-0.326, 3.885, 2.685)  -0.407
N (0.602, 3.162, 1.814)  -0.308
C (1.816, 3.631, 1.390)  -0.054
C (2.343, 2.667, 0.581)  -0.060
N (1.471, 1.618, 0.522)  -0.537
C (0.428, 1.930, 1.271)  0.070
P (-1.041, 0.905, 1.561)  0.761
C (-0.211, -0.674, 1.930)  0.075
N (0.715, -1.248, 1.183)  -0.527
C (1.071, -2.412, 1.801)  -0.055
C (0.335, -2.550, 2.940)  -0.057
N (-0.470, -1.444, 3.018)  -0.311
C (-1.454, -1.196, 4.071)  -0.408
C (-1.466, 0.572, -0.179)  0.088
N (-0.620, 0.317, -1.168)  -0.558
C (-1.369, 0.123, -2.299)  -0.056
C (-2.686, 0.266, -1.984)  -0.057
N (-2.738, 0.548, -0.644)  -0.309
C (-3.961, 0.762, 0.128)  -0.408
H (0.140, 4.821, 2.975)  0.235
H (-0.539, 3.307, 3.580)  0.221
H (-1.254, 4.102, 2.163)  0.221
H (2.197, 4.592, 1.693)  0.239
H (3.285, 2.655, 0.058)  0.243
H (1.834, -3.061, 1.401)  0.237
H (0.324, -3.320, 3.693)  0.240
H (-1.102, -1.649, 4.993)  0.233
H (-2.418, -1.627, 3.808)  0.220
H (-1.568, -0.128, 4.229)  0.224
H (-0.915, -0.081, -3.253)  0.248
H (-3.574, 0.202, -2.591)  0.239
H (-4.796, 0.820, -0.561)  0.235
H (-3.901, 1.692, 0.687)  0.225
H (-4.131, -0.064, 0.815)  0.220
S (4.399, -2.740, -3.743)  -0.706
Sb (3.865, -3.114, -1.621)  1.004
S (1.046, -2.936, -1.701)  -0.248
S (3.826, -0.801, -0.690)  -0.587
C (1.368, -2.016, -5.535)  -0.265
O (1.104, -2.731, -4.302)  -0.474
C (1.172, -2.030, -3.204)  0.656
O (1.322, -0.805, -3.194)  -0.691
H (0.510, -1.395, -5.782)  0.188
H (1.515, -2.784, -6.283)  0.216
H (2.260, -1.409, -5.425)  0.221

---

What did the second record say?
# C14H18N6O2OsPS3Sb

C14H18N6O2OsPS3Sb as an isolated structure (wB97M-V/def2-TZVPD, OMol25).

Kohn-Sham gap (spin up / spin down) = 7.045 / 6.415 eV
HOMO energy (spin up / spin down) = -0.3555 / -0.3778 hartree
Charge = +1
Multiplicity = 6
DFT total energy = -78639.339 eV

Each line ends with the natural charge from an NBO analysis.
Cartesian coordinates (Å):
Os (1.593, -0.361, -0.830)  1.324
C (-0.326, 3.885, 2.685)  -0.407
N (0.602, 3.162, 1.814)  -0.308
C (1.816, 3.631, 1.390)  -0.054
C (2.343, 2.667, 0.581)  -0.060
N (1.471, 1.618, 0.522)  -0.537
C (0.428, 1.930, 1.271)  0.070
P (-1.041, 0.905, 1.561)  0.761
C (-0.211, -0.674, 1.930)  0.075
N (0.715, -1.248, 1.183)  -0.527
C (1.071, -2.412, 1.801)  -0.055
C (0.335, -2.550, 2.940)  -0.057
N (-0.470, -1.444, 3.018)  -0.311
C (-1.454, -1.196, 4.071)  -0.408
C (-1.466, 0.572, -0.179)  0.088
N (-0.620, 0.317, -1.168)  -0.558
C (-1.369, 0.123, -2.299)  -0.056
C (-2.686, 0.266, -1.984)  -0.057
N (-2.738, 0.548, -0.644)  -0.309
C (-3.961, 0.762, 0.128)  -0.408
H (0.140, 4.821, 2.975)  0.235
H (-0.539, 3.307, 3.580)  0.221
H (-1.254, 4.102, 2.163)  0.221
H (2.197, 4.592, 1.693)  0.239
H (3.285, 2.655, 0.058)  0.243
H (1.834, -3.061, 1.401)  0.237
H (0.324, -3.320, 3.693)  0.240
H (-1.102, -1.649, 4.993)  0.233
H (-2.418, -1.627, 3.808)  0.220
H (-1.568, -0.128, 4.229)  0.224
H (-0.915, -0.081, -3.253)  0.248
H (-3.574, 0.202, -2.591)  0.239
H (-4.796, 0.820, -0.561)  0.235
H (-3.901, 1.692, 0.687)  0.225
H (-4.131, -0.064, 0.815)  0.220
S (4.399, -2.740, -3.743)  -0.706
Sb (3.865, -3.114, -1.621)  1.004
S (1.046, -2.936, -1.701)  -0.248
S (3.826, -0.801, -0.690)  -0.587
C (1.368, -2.016, -5.535)  -0.265
O (1.104, -2.731, -4.302)  -0.474
C (1.172, -2.030, -3.204)  0.656
O (1.322, -0.805, -3.194)  -0.691
H (0.510, -1.395, -5.782)  0.188
H (1.515, -2.784, -6.283)  0.216
H (2.260, -1.409, -5.425)  0.221

---

Among the records above, which one has the highest DFT total energy?
C14H18N5O3PdS

---

Which of these has the lowest charge?
C14H18N6O2OsPS3Sb

---

Repeat the second record exactly.
# C14H18N6O2OsPS3Sb

C14H18N6O2OsPS3Sb as an isolated structure (wB97M-V/def2-TZVPD, OMol25).

Kohn-Sham gap (spin up / spin down) = 7.045 / 6.415 eV
HOMO energy (spin up / spin down) = -0.3555 / -0.3778 hartree
Charge = +1
Multiplicity = 6
DFT total energy = -78639.339 eV

Each line ends with the natural charge from an NBO analysis.
Cartesian coordinates (Å):
Os (1.593, -0.361, -0.830)  1.324
C (-0.326, 3.885, 2.685)  -0.407
N (0.602, 3.162, 1.814)  -0.308
C (1.816, 3.631, 1.390)  -0.054
C (2.343, 2.667, 0.581)  -0.060
N (1.471, 1.618, 0.522)  -0.537
C (0.428, 1.930, 1.271)  0.070
P (-1.041, 0.905, 1.561)  0.761
C (-0.211, -0.674, 1.930)  0.075
N (0.715, -1.248, 1.183)  -0.527
C (1.071, -2.412, 1.801)  -0.055
C (0.335, -2.550, 2.940)  -0.057
N (-0.470, -1.444, 3.018)  -0.311
C (-1.454, -1.196, 4.071)  -0.408
C (-1.466, 0.572, -0.179)  0.088
N (-0.620, 0.317, -1.168)  -0.558
C (-1.369, 0.123, -2.299)  -0.056
C (-2.686, 0.266, -1.984)  -0.057
N (-2.738, 0.548, -0.644)  -0.309
C (-3.961, 0.762, 0.128)  -0.408
H (0.140, 4.821, 2.975)  0.235
H (-0.539, 3.307, 3.580)  0.221
H (-1.254, 4.102, 2.163)  0.221
H (2.197, 4.592, 1.693)  0.239
H (3.285, 2.655, 0.058)  0.243
H (1.834, -3.061, 1.401)  0.237
H (0.324, -3.320, 3.693)  0.240
H (-1.102, -1.649, 4.993)  0.233
H (-2.418, -1.627, 3.808)  0.220
H (-1.568, -0.128, 4.229)  0.224
H (-0.915, -0.081, -3.253)  0.248
H (-3.574, 0.202, -2.591)  0.239
H (-4.796, 0.820, -0.561)  0.235
H (-3.901, 1.692, 0.687)  0.225
H (-4.131, -0.064, 0.815)  0.220
S (4.399, -2.740, -3.743)  -0.706
Sb (3.865, -3.114, -1.621)  1.004
S (1.046, -2.936, -1.701)  -0.248
S (3.826, -0.801, -0.690)  -0.587
C (1.368, -2.016, -5.535)  -0.265
O (1.104, -2.731, -4.302)  -0.474
C (1.172, -2.030, -3.204)  0.656
O (1.322, -0.805, -3.194)  -0.691
H (0.510, -1.395, -5.782)  0.188
H (1.515, -2.784, -6.283)  0.216
H (2.260, -1.409, -5.425)  0.221